No. 1
ORCA calculation (wB97M-V/def2-TZVPD) on a molecular structure, C33H44BrN7O2Sb2Zr.

Atoms and positions in Å:
1 Zr -0.3996 -0.6999 -0.9614
2 N -1.8355 -2.5961 -1.3161
3 C -2.2312 -2.4624 -2.7425
4 C -0.9742 -2.4838 -3.6104
5 N -0.0171 -1.3980 -3.2609
6 C 0.0129 -0.2897 -4.2531
7 C -0.9645 0.8085 -3.8564
8 N -0.6288 1.2419 -2.4729
9 H -2.6910 -2.6804 -0.7542
10 H -1.3904 -3.5208 -1.2373
11 H -2.8719 -3.2928 -3.0684
12 H -2.7998 -1.5342 -2.8730
13 H -0.4841 -3.4545 -3.4637
14 H -1.2628 -2.4255 -4.6652
15 H 0.9006 -1.8353 -3.3640
16 H 1.0277 0.1288 -4.2865
17 H -0.2281 -0.6468 -5.2606
18 H -0.8765 1.6354 -4.5712
19 H -1.9942 0.4334 -3.9049
20 H 0.2626 1.7500 -2.5655
21 H -1.2986 1.9755 -2.2034
22 C 3.3067 0.1556 1.0613
23 Sb 2.4008 0.4617 -0.8613
24 C 4.1763 -0.0195 -1.9939
25 C 2.7567 2.6506 -1.0510
26 C 3.1357 3.2679 0.2416
27 C 4.4780 3.3251 0.6040
28 C 4.8723 3.9128 1.7964
29 C 3.9122 4.4199 2.6637
30 C 2.5735 4.3499 2.3281
31 C 2.1635 3.8069 1.1064
32 C 0.7460 3.8937 0.7209
33 Sb -0.3700 1.9640 0.7637
34 C -0.1889 1.8875 2.9150
35 C -2.2841 2.9914 0.7802
36 H 4.2432 0.7132 1.0751
37 H 3.5297 -0.9012 1.2003
38 H 2.6678 0.5192 1.8641
39 H 4.9638 0.6415 -1.6375
40 H 4.0335 0.1623 -3.0579
41 H 4.5010 -1.0439 -1.8406
42 H 1.8776 3.1248 -1.4896
43 H 3.5843 2.7161 -1.7559
44 H 5.2259 2.9317 -0.0691
45 H 5.9178 3.9717 2.0483
46 H 4.2113 4.8793 3.5901
47 H 1.8362 4.7627 2.9978
48 H 0.6121 4.3200 -0.2718
49 H 0.1894 4.4987 1.4340
50 H -0.5387 2.8542 3.2851
51 H 0.8549 1.7670 3.2037
52 H -0.7916 1.0951 3.3546
53 H -2.2019 3.8297 1.4668
54 H -3.0837 2.3415 1.1249
55 H -2.5409 3.3851 -0.2017
56 O -3.4325 -1.6663 5.6143
57 N -4.2263 -1.2511 4.8192
58 O -5.3764 -0.9926 4.9924
59 C -3.7301 -1.0028 3.4196
60 C -4.6489 -0.4967 2.5560
61 C -4.3095 -0.1737 1.2157
62 C -5.2526 0.3819 0.3365
63 C -4.8367 0.7332 -0.9317
64 C -3.5106 0.5172 -1.2907
65 N -2.5797 -0.0289 -0.4987
66 C -2.9801 -0.3779 0.7634
67 C -2.0112 -0.9207 1.6673
68 N -0.7353 -1.0693 1.1953
69 C 0.2013 -1.5101 2.0476
70 C -0.0755 -1.8781 3.3579
71 C -1.3653 -1.7664 3.8427
72 C -2.3734 -1.2421 3.0088
73 H -5.6585 -0.3160 2.9115
74 H -6.2692 0.5418 0.6657
75 H -5.5214 1.1681 -1.6414
76 H -3.1919 0.8137 -2.2830
77 H 1.2143 -1.5811 1.6600
78 H 0.7099 -2.2568 3.9940
79 H -1.5957 -2.0583 4.8595
80 Br 3.4828 -6.7634 -0.8815
81 C 2.5316 -5.1473 -0.8429
82 C 1.4546 -4.9413 0.0331
83 C 0.7727 -3.7468 0.0129
84 N 1.0763 -2.6983 -0.7952
85 C 2.1353 -2.9092 -1.6132
86 C 2.8597 -4.0747 -1.6864
87 H 1.1626 -5.7222 0.7166
88 H -0.0624 -3.6114 0.6949
89 H 2.4442 -2.0808 -2.2412
90 H 3.6755 -4.1650 -2.3852

Charge = +4
LUMO energy = -0.455 hartree
Molecular weight = 985.410 g/mol
Kohn-Sham gap = 5.27 eV
Maximum force = 2.10 eV/A
Electronic energy = -4917.8453 hartree
Spin multiplicity = 1

***

No. 2
ORCA calculation (wB97M-V/def2-TZVPD) on 15 unconnected molecules or ions with the total composition C33H44Cl28O4P.

Atoms and positions in Å:
1 C 0.2142 -1.5524 0.5012
2 C -0.9246 -1.0148 -0.4119
3 P -0.4971 -1.0801 -2.2437
4 C -1.8835 -2.0979 -2.9774
5 C -3.3033 -1.4873 -2.5870
6 C -0.6770 0.6755 -2.8389
7 C -1.6332 1.0101 -3.8158
8 C -1.7880 2.3299 -4.2524
9 C -1.0164 3.3715 -3.7245
10 C -0.0402 3.0675 -2.7623
11 C 0.1344 1.7315 -2.3366
12 C 1.2291 1.5025 -1.3016
13 O 1.7665 0.4201 -1.1538
14 C 1.7095 2.6686 -0.4342
15 C 2.3411 2.3636 0.7917
16 C 2.7841 3.4363 1.5892
17 C 2.6327 4.7567 1.1419
18 C 1.9939 5.0369 -0.0784
19 C 1.8798 6.5249 -0.4591
20 O 2.8661 7.0235 -1.0462
21 O 0.8564 7.1799 -0.1375
22 C 1.4997 3.9903 -0.8945
23 C 0.7834 4.2380 -2.1897
24 O 0.7727 5.2919 -2.7840
25 H 0.9217 -2.2006 -0.0395
26 H -0.1829 -2.0737 1.3993
27 H 0.7947 -0.7042 0.9072
28 H -1.8087 -1.6614 -0.2391
29 H -1.2043 0.0080 -0.1261
30 H -1.8140 -2.1928 -4.0805
31 H -1.8567 -3.1102 -2.5343
32 H -3.8978 -2.1643 -1.9621
33 H -3.8461 -1.2973 -3.5308
34 H -3.1551 -0.5266 -2.0949
35 H -2.2644 0.2332 -4.2539
36 H -2.5284 2.5867 -5.0205
37 H -1.1583 4.4079 -4.0461
38 H 2.4516 1.3251 1.1131
39 H 3.2326 3.2349 2.5461
40 H 3.0147 5.5559 1.7852
41 C -4.8572 -2.0643 -6.8015
42 Cl -3.3062 -1.8648 -5.9784
43 Cl -5.8753 -0.6314 -6.6201
44 H -4.6745 -2.2336 -7.8573
45 H -5.3732 -2.9167 -6.3721
46 C 3.1538 -0.2446 -4.7117
47 Cl 4.4038 0.8531 -5.3324
48 Cl 1.7758 0.6481 -4.0637
49 H 2.8134 -0.8800 -5.5224
50 H 3.5816 -0.8522 -3.9194
51 C -1.6563 -0.5484 3.7577
52 Cl -0.8202 -2.1102 3.6070
53 Cl -0.8152 0.7414 2.9027
54 H -2.6547 -0.6475 3.3427
55 H -1.7147 -0.2890 4.8085
56 C 0.8032 4.6659 5.0661
57 Cl 2.4224 4.7438 5.7872
58 Cl 0.8251 3.7878 3.5388
59 H 0.1375 4.1594 5.7575
60 H 0.4525 5.6768 4.8861
61 C -5.6987 -4.9809 -1.9487
62 Cl -4.1197 -4.8011 -1.1760
63 Cl -6.7107 -3.5471 -1.7234
64 H -5.5524 -5.1420 -3.0116
65 H -6.2034 -5.8350 -1.5101
66 C 5.4927 -1.7718 -7.6748
67 Cl 6.6042 -2.9176 -8.4426
68 Cl 4.1406 -2.6024 -6.8986
69 H 6.0341 -1.2074 -6.9234
70 H 5.1029 -1.1005 -8.4320
71 C -3.0667 -3.7423 6.3574
72 Cl -4.5750 -4.5013 6.8804
73 Cl -3.1144 -1.9884 6.5791
74 H -2.2482 -4.1461 6.9435
75 H -2.9100 -3.9560 5.3052
76 C 6.6558 2.4321 2.9905
77 Cl 5.2732 2.8971 1.9861
78 Cl 8.1879 3.0236 2.3229
79 H 6.5235 2.8521 3.9823
80 H 6.6977 1.3492 3.0496
81 C 5.5562 1.1344 -1.4676
82 Cl 6.7939 2.2680 -2.0436
83 Cl 4.0972 1.9725 -0.9023
84 H 5.2859 0.4707 -2.2846
85 H 5.9689 0.5590 -0.6440
86 C 4.1361 2.4662 8.6976
87 Cl 5.2822 1.3126 8.0036
88 Cl 2.7824 1.6401 9.4789
89 H 4.6511 3.0710 9.4362
90 H 3.7499 3.0987 7.9042
91 C -3.9763 0.4537 9.3885
92 Cl -2.7226 1.5324 8.7641
93 Cl -5.3303 1.3602 10.0759
94 H -4.3445 -0.1632 8.5759
95 H -3.5450 -0.1716 10.1627
96 C -7.8054 -6.1653 9.2078
97 Cl -6.9869 -7.6718 8.7779
98 Cl -7.4764 -4.8899 8.0302
99 H -8.8747 -6.3446 9.2402
100 H -7.4534 -5.8412 10.1813
101 C -5.2301 0.8808 0.1515
102 Cl -3.5935 0.8680 0.8144
103 Cl -5.2641 0.0620 -1.4133
104 H -5.8972 0.3643 0.8339
105 H -5.5529 1.9091 0.0265
106 C 6.6337 -4.9314 -11.7411
107 Cl 6.9644 -6.6406 -11.4324
108 Cl 5.3718 -4.7291 -12.9628
109 H 6.3060 -4.4645 -10.8177
110 H 7.5429 -4.4566 -12.0943

Charge = -1
LUMO energy = 0.051 hartree
Molecular weight = 1528.369 g/mol
Kohn-Sham gap = 5.63 eV
Maximum force = 2.72 eV/A
Electronic energy = -14811.4742 hartree
Spin multiplicity = 1

***

No. 3
ORCA calculation (wB97M-V/def2-TZVPD) on a molecular structure, C33H44Cl2N7O8P2Tl.

Atoms and positions in Å:
1 Tl -0.2425 -0.8733 -2.1030
2 C -1.6936 5.0077 -1.1451
3 N -1.6632 3.6245 -1.5694
4 C -0.9462 3.5033 -2.8279
5 P -1.0191 2.4956 -0.3403
6 O -1.3444 1.1440 -1.0329
7 O 1.0876 1.6290 3.6494
8 P 1.4469 0.4001 2.9244
9 O 0.2610 -0.1850 1.9772
10 N 2.6315 0.4635 1.7732
11 C 2.3550 0.9380 0.4159
12 C 3.9468 0.8668 2.2425
13 N 1.9522 -0.7868 3.9584
14 C 2.1402 -2.1369 3.4538
15 C 1.5540 -0.7221 5.3546
16 N -2.2622 2.7999 0.8167
17 C -3.6455 2.5289 0.5134
18 C -1.9423 2.6460 2.2165
19 H -2.1643 5.6233 -1.9209
20 H -0.6848 5.4219 -0.9617
21 H -2.2661 5.1036 -0.2227
22 H -1.4965 4.0181 -3.6253
23 H -0.8289 2.4554 -3.0979
24 H 0.0599 3.9515 -2.7816
25 H 1.3585 0.6551 0.0973
26 H 3.0871 0.4971 -0.2643
27 H 2.4199 2.0275 0.3470
28 H 4.1268 0.4785 3.2446
29 H 4.0557 1.9578 2.2610
30 H 4.7053 0.4602 1.5681
31 H 2.5260 -2.1062 2.4376
32 H 1.2029 -2.7064 3.4517
33 H 2.8614 -2.6635 4.0850
34 H 1.3856 0.3148 5.6331
35 H 2.3542 -1.1403 5.9743
36 H 0.6320 -1.2836 5.5313
37 H -3.8146 2.6462 -0.5559
38 H -4.3034 3.2306 1.0475
39 H -3.9461 1.5095 0.7974
40 H -0.8687 2.7382 2.3771
41 H -2.2618 1.6704 2.6170
42 H -2.4486 3.4144 2.8194
43 Cl -3.0240 -6.1092 -0.0407
44 C -1.3255 -5.7522 0.1906
45 C -0.4972 -6.7688 0.6539
46 C 0.8383 -6.5478 0.8535
47 Cl 1.8484 -7.8666 1.4308
48 C 1.4023 -5.2759 0.5981
49 C 2.7714 -4.9698 0.7636
50 C 3.2212 -3.7124 0.4821
51 C 2.2984 -2.7426 0.0512
52 N 1.0221 -2.9901 -0.1034
53 C 0.5549 -4.2332 0.1390
54 C -0.8827 -4.4397 -0.1129
55 O -1.6135 -3.5253 -0.5443
56 H -0.9196 -7.7449 0.8548
57 H 3.4478 -5.7431 1.1039
58 H 4.2673 -3.4523 0.5859
59 H 2.6301 -1.7375 -0.1770
60 O 2.5138 -1.4254 -2.9505
61 N 3.3536 -0.5080 -2.9248
62 N 2.8424 0.6767 -2.7527
63 O 1.5651 0.9129 -2.6063
64 C 3.7545 1.7568 -2.6373
65 C 3.2447 2.9892 -2.2457
66 C 4.0990 4.0735 -2.1049
67 C 5.4573 3.9434 -2.3529
68 C 5.9575 2.7054 -2.7440
69 C 5.1206 1.6123 -2.8876
70 H 2.1859 3.0557 -2.0453
71 H 3.6918 5.0270 -1.7904
72 H 6.1213 4.7917 -2.2398
73 H 7.0171 2.5873 -2.9396
74 H 5.5056 0.6497 -3.1882
75 C -1.9039 -0.9133 1.3914
76 C -0.9251 -0.6568 2.4782
77 O -1.0663 -0.8635 3.6555
78 H -2.8714 -1.1524 1.8245
79 H -1.5626 -1.7581 0.7799
80 H -1.9596 -0.0540 0.7164
81 C -3.8125 1.7051 -3.4458
82 C -3.6443 0.2194 -3.2726
83 O -2.9801 -0.4256 -4.0585
84 C -4.2939 -0.4472 -2.0978
85 C -5.3131 0.1673 -1.3737
86 C -5.8966 -0.4832 -0.2971
87 C -5.4487 -1.7439 0.0769
88 C -4.4224 -2.3580 -0.6289
89 C -3.8583 -1.7145 -1.7189
90 H -3.3510 1.9979 -4.3863
91 H -3.3076 2.2185 -2.6214
92 H -4.8651 1.9952 -3.4452
93 H -5.6452 1.1636 -1.6347
94 H -6.6842 0.0052 0.2647
95 H -5.8888 -2.2421 0.9332
96 H -4.0223 -3.3198 -0.3345
97 H -3.0550 -2.1940 -2.2607

Charge = -2
LUMO energy = 0.152 hartree
Molecular weight = 1003.993 g/mol
Kohn-Sham gap = 6.28 eV
Maximum force = 0.22 eV/A
Electronic energy = -4044.8549 hartree
Spin multiplicity = 1

***

No. 4
ORCA calculation (wB97M-V/def2-TZVPD) on 3 unconnected molecules or ions with the total composition C33H44FNO11.

Atoms and positions in Å:
1 C -3.7981 -1.0113 -0.4285
2 C -2.4809 -1.4378 -0.5796
3 C -1.3061 -0.5180 -0.4029
4 O -0.8298 -0.2424 0.8932
5 C -1.8087 -0.2192 1.9190
6 C -2.0282 -1.5954 2.5878
7 C -1.8538 0.8564 -0.9221
8 O -2.0562 1.9040 -0.3936
9 O -2.0235 0.5980 -2.2988
10 C -0.8416 -0.1375 -2.7110
11 C -0.1836 0.8817 -3.7312
12 C -0.5747 2.3407 -3.4968
13 O -1.4732 2.8510 -4.1104
14 F 0.0638 3.0894 -2.5549
15 C -1.3551 -1.2547 -3.6687
16 C -2.7076 -1.4741 -3.7949
17 C -3.0501 -2.4975 -4.6854
18 C -2.0211 -3.1518 -5.3213
19 N -0.7241 -2.9173 -5.2306
20 C -0.3948 -1.9507 -4.3887
21 C -0.0508 -0.5947 -1.4267
22 C 0.3536 -2.1165 -1.3620
23 C 0.9309 -2.5609 -0.0212
24 C 2.0628 -2.0185 0.5636
25 C 2.5967 -2.4387 1.7505
26 C 1.9784 -3.4503 2.4590
27 C 0.8606 -4.0134 1.8951
28 C 0.3311 -3.6165 0.6801
29 C -0.8859 -4.4011 0.2082
30 O 0.8276 0.2669 -0.7629
31 C 1.9706 0.7734 -1.4379
32 C 2.8048 -0.1695 -2.3218
33 H -4.2574 -0.3900 -1.2019
34 H -4.3364 -1.3122 0.4759
35 H -2.3642 -2.4927 -0.8471
36 H -2.7547 0.2643 1.6416
37 H -1.3855 0.4198 2.7081
38 H -1.0910 -2.1319 2.7422
39 H -2.7700 -2.1569 2.0032
40 H -2.5260 -1.3671 3.5420
41 H -0.5438 0.6681 -4.7372
42 H 0.9102 0.8266 -3.7867
43 H -3.4563 -0.9302 -3.2397
44 H -4.0809 -2.7781 -4.8721
45 H -2.3096 -3.9689 -5.9886
46 H 0.6568 -1.6999 -4.2611
47 H 1.1443 -2.2895 -2.1116
48 H -0.4580 -2.7644 -1.6891
49 H 2.5767 -1.1984 0.0730
50 H 3.5019 -1.9893 2.1493
51 H 2.3860 -3.7905 3.4065
52 H 0.3919 -4.8354 2.4379
53 H -0.8836 -5.3827 0.6900
54 H -1.7800 -3.8603 0.5420
55 H -0.9220 -4.5212 -0.8788
56 H 1.7039 1.6444 -2.0516
57 H 2.6410 1.1848 -0.6707
58 H 3.4272 -0.8938 -1.7924
59 H 2.1726 -0.6516 -3.0765
60 H 3.4932 0.4635 -2.9023
61 C 0.1436 -3.7995 9.4983
62 C -0.2120 -4.2243 8.0891
63 O -0.5729 -3.0939 7.2844
64 C 0.4488 -2.4036 6.7768
65 O 1.6168 -2.6499 6.9288
66 O -0.0493 -1.3827 6.0790
67 C 0.9456 -0.5231 5.5183
68 H -0.6629 -3.2076 9.9336
69 H 0.3230 -4.6709 10.1284
70 H 1.0396 -3.1785 9.5044
71 H -1.0849 -4.8753 8.1077
72 H 0.6000 -4.7834 7.6238
73 H 1.6663 -1.0875 4.9291
74 H 1.4498 0.0312 6.3092
75 H 0.4412 0.1821 4.8624
76 C 0.2181 5.7151 -3.0393
77 C 0.9774 6.4346 -1.9464
78 O 2.1261 7.1191 -2.4730
79 C 1.8831 8.3053 -3.0255
80 O 0.8119 8.8454 -3.1119
81 O 3.0408 8.7940 -3.4807
82 C 2.9199 10.0507 -4.1469
83 H 0.8840 5.0591 -3.5971
84 H -0.5885 5.1288 -2.6196
85 H -0.2064 6.4243 -3.7518
86 H 1.3586 5.7125 -1.2250
87 H 0.3344 7.1267 -1.4027
88 H 2.4061 10.7785 -3.5217
89 H 2.3951 9.9251 -5.0934
90 H 3.9273 10.4072 -4.3465

LUMO energy = -0.035 hartree
Molecular weight = 649.709 g/mol
Kohn-Sham gap = 7.53 eV
Maximum force = 4.03 eV/A
SMILES = C=C[C@]1(OCC)C(=O)O[C@](CC(=O)F)(c2cccnc2)[C@@]1(Cc1ccccc1C)OCC.CCOC(=O)OC.CCOC(=O)OC
Electronic energy = -2265.9532 hartree
Spin multiplicity = 1

***

No. 5
ORCA calculation (wB97M-V/def2-TZVPD) on a molecular structure, C33H44N4P2Ti.

Atoms and positions in Å:
1 Ti -0.0128 1.5702 -0.3744
2 C -1.7360 1.7983 -4.1409
3 C -1.7351 0.4729 -3.9369
4 C -0.7577 -0.4807 -4.5439
5 C 0.7102 0.0314 -4.5489
6 C 1.1166 0.7688 -3.3103
7 C 0.8012 2.0451 -2.9439
8 C 0.3995 3.0591 -4.0092
9 C -0.7304 2.5708 -4.9265
10 C 0.9936 2.6079 1.3392
11 H -2.5665 2.4236 -3.8062
12 H -2.5856 -0.0005 -3.4284
13 H -1.0442 -0.7379 -5.5769
14 H -0.8033 -1.4447 -4.0194
15 H 1.3655 -0.8503 -4.6820
16 H 0.8636 0.6257 -5.4589
17 H 1.9711 0.2913 -2.8219
18 H 1.3353 2.5311 -2.1021
19 H 1.2571 3.3472 -4.6454
20 H 0.0498 3.9715 -3.5065
21 H -1.2271 3.4537 -5.3645
22 H -0.3294 1.9715 -5.7535
23 H 0.1566 3.1018 1.8626
24 H 1.7277 3.3793 1.0471
25 H 1.4565 1.9346 2.0784
26 P 1.6323 -0.4142 -0.1693
27 P -0.9184 -1.7401 0.7811
28 N 3.2019 0.4653 -0.8932
29 N 2.5484 -1.4411 0.8895
30 N -1.5579 -0.1818 0.1127
31 N -2.5570 -2.3771 1.1425
32 C 0.9341 -1.6628 -1.3485
33 C -0.3261 -2.3971 -0.8093
34 C 3.4106 1.8513 -0.9186
35 C 4.5999 2.1388 -1.5854
36 C 5.1403 0.8832 -2.0012
37 C 4.2664 -0.1075 -1.5769
38 C 3.4632 -0.9603 1.8457
39 C 4.2998 -2.0168 2.1775
40 C 3.8829 -3.1969 1.4699
41 C 2.8008 -2.8129 0.6995
42 C -2.1198 0.7757 1.0510
43 C -2.1612 2.0300 0.2822
44 C -1.9146 1.7645 -1.0643
45 C -1.4500 0.3812 -1.1295
46 C -3.6930 -2.3925 0.3281
47 C -4.7766 -2.8559 1.0668
48 C -4.2982 -3.1092 2.3956
49 C -2.9365 -2.8242 2.4180
50 H 1.7276 -2.3793 -1.6075
51 H 0.6694 -1.1431 -2.2852
52 H -1.1637 -2.4391 -1.5209
53 H -0.0843 -3.4440 -0.5573
54 H 2.7150 2.5415 -0.4618
55 H 5.0169 3.1329 -1.7126
56 H 6.0538 0.7441 -2.5709
57 H 4.3151 -1.1821 -1.6853
58 H 3.3935 0.0749 2.1935
59 H 5.1255 -1.9524 2.8605
60 H 4.3326 -4.1933 1.4906
61 H 2.1718 -3.3917 0.0442
62 H -3.0884 0.4058 1.4580
63 H -2.5751 2.9387 0.6707
64 H -1.8663 2.4856 -1.8414
65 H -1.1074 -0.1433 -1.9930
66 H -3.6077 -2.1643 -0.7157
67 H -5.7903 -2.9806 0.7169
68 H -4.8825 -3.4572 3.2339
69 H -2.1856 -2.9405 3.1923
70 C -1.0591 1.2981 5.6228
71 C -1.3210 0.1274 4.7001
72 C -0.5337 -1.0596 5.2323
73 C -2.8078 -0.2124 4.6766
74 C -0.9397 0.5333 3.3337
75 C -1.1130 0.7562 2.1257
76 H -1.3658 1.1030 6.6475
77 H -1.6117 2.1752 5.2915
78 H 0.0080 1.5179 5.6490
79 H -0.8703 -1.2625 6.2519
80 H -0.7189 -1.9686 4.6536
81 H 0.5402 -0.8488 5.2745
82 H -3.3893 0.6401 4.3087
83 H -2.9831 -1.0939 4.0512
84 H -3.1521 -0.4589 5.6813

LUMO energy (alpha / beta) = 0.007 / 0.004 hartree
Molecular weight = 606.558 g/mol
Kohn-Sham gap (alpha / beta) = 6.26 / 6.22 eV
Expectation value of S² = 2.0132
Maximum force = 5.38 eV/A
Electronic energy = -3034.6840 hartree
Spin multiplicity = 3